{
  "formula": "C40H62As2Br2HfINO8SeSi",
  "method": "ωB97M-V/def2-TZVPD",
  "elements": ["Hf", "I", "Br", "Br", "Se", "As", "As", "Si", "O", "O", "O", "O", "O", "O", "O", "O", "N", "C", "C", "C", "C", "C", "C", "C", "C", "C", "C", "C", "C", "C", "C", "C", "C", "C", "C", "C", "C", "C", "C", "C", "C", "C", "C", "C", "C", "C", "C", "C", "C", "C", "C", "C", "C", "C", "C", "C", "C", "H", "H", "H", "H", "H", "H", "H", "H", "H", "H", "H", "H", "H", "H", "H", "H", "H", "H", "H", "H", "H", "H", "H", "H", "H", "H", "H", "H", "H", "H", "H", "H", "H", "H", "H", "H", "H", "H", "H", "H", "H", "H", "H", "H", "H", "H", "H", "H", "H", "H", "H", "H", "H", "H", "H", "H", "H", "H", "H", "H", "H", "H"],
  "xyz": [[-0.7451, 0.0895, 0.4810], [-3.2779, 0.9619, 3.0065], [-2.3362, -2.8887, 0.8441], [0.7858, -3.1680, 0.4226], [-0.2555, -0.8622, 2.7208], [-0.6510, -1.6190, -2.3799], [2.6777, -2.6840, -3.9821], [-0.5795, -1.8750, 5.3448], [2.7651, -5.4647, -3.4732], [-0.7399, 1.1067, -2.5899], [0.3818, 1.4867, -4.5137], [3.0920, 1.0720, -4.1980], [-0.7574, -5.5997, -2.9239], [3.0091, -0.4575, -5.8499], [1.6814, -5.5083, -1.4897], [-2.0149, -4.0218, -1.9206], [-3.2846, 0.1619, 0.2017], [3.9946, 1.8781, -4.9617], [-3.3206, 4.1379, 1.0443], [-0.7957, -4.0498, 1.0535], [-0.6588, 3.0284, 2.1020], [-5.1635, -0.1203, -1.2552], [-2.1580, -2.8765, 4.9912], [1.0654, 1.9875, 1.0325], [0.6450, 2.4550, 2.2786], [0.0932, -3.3869, -2.6981], [-3.8085, -0.1419, -0.9949], [2.0347, 3.9958, 3.6307], [-5.5158, 0.5353, 1.0129], [1.8299, -0.9210, -3.9092], [1.3162, 2.6387, 3.6352], [3.4178, -6.7092, -3.2112], [-1.4120, 5.1510, -0.1799], [-6.0363, 0.2319, -0.2321], [2.2978, 1.5376, 4.0430], [-2.6690, 3.2475, -1.1793], [2.7074, 0.0463, 1.0414], [-0.8746, -4.4810, -2.5129], [3.5385, 2.4305, 0.8137], [0.6526, -0.5651, -3.3879], [2.3826, 1.3084, -1.0326], [-4.1410, 0.4855, 1.1712], [1.3838, -3.6786, -2.9353], [0.0568, 0.7723, -3.4754], [0.2461, 2.6893, 4.7409], [2.3985, 1.4518, 0.4981], [-2.0016, -1.5793, -3.8337], [2.6831, -0.0528, -4.7611], [-0.2168, 2.7666, -4.7185], [-0.8598, -0.3085, 6.3709], [-2.1300, 3.8261, 0.1339], [-1.0895, 2.9405, 0.7989], [4.0535, -2.2517, -2.6232], [1.1382, -2.6741, 5.3010], [1.9095, -5.0162, -2.5684], [-3.0868, -4.9636, -1.8661], [-0.0563, 2.2041, 0.0851], [-2.5435, -3.3075, 5.9119], [0.1273, 2.4302, -0.9540], [-1.1087, -0.5648, 7.3978], [1.8616, -1.9398, 4.9489], [3.6093, -1.8757, -1.7006], [-3.2673, 4.0039, -1.6825], [3.4548, -7.2635, -4.1473], [2.0947, -0.7027, 0.5193], [0.7263, 2.5948, 5.7116], [-1.2890, 2.6566, -4.8842], [-6.1485, 0.8148, 1.8422], [-1.9907, -3.6914, 4.2914], [1.4515, -3.0230, 6.2816], [-1.5939, -2.0918, -4.7063], [-0.4678, 1.8761, 4.6171], [-2.2280, -0.5473, -4.1066], [4.6416, -3.1437, -2.4127], [1.3442, 4.7891, 3.3591], [-7.0998, 0.2731, -0.4026], [-1.6786, 0.2864, 5.9677], [-2.9992, 4.5189, 2.0077], [4.4522, 2.1212, 0.3111], [-1.1858, 3.5471, 2.8772], [-0.6786, -4.2643, 2.1159], [3.7520, -0.2052, 0.8697], [1.7797, 0.5827, 4.1118], [0.0323, 0.3128, 6.3874], [-2.9239, -2.0794, -3.5331], [2.7117, 1.7743, 5.0203], [0.2547, 3.1749, -5.6077], [3.3488, 0.9328, -1.3607], [-2.8886, -5.7303, -1.1143], [-2.9320, -2.2320, 4.5765], [4.4313, -6.5104, -2.8539], [-3.1975, -5.4550, -2.8336], [2.8605, -7.2669, -2.4564], [-3.9415, 4.8977, 0.5760], [2.4245, 4.2040, 4.6232], [-1.1110, 5.6430, 0.7407], [2.5154, -0.0399, 2.1055], [-1.8749, 2.9553, -1.8578], [-5.5290, -0.3628, -2.2381], [-0.0470, 3.4236, -3.8632], [3.7482, 2.4759, 1.8738], [-3.0903, -0.3937, -1.7677], [-3.3125, 2.3856, -1.0052], [2.8626, 4.0129, 2.9325], [-2.0745, 5.8184, -0.7260], [-0.5229, 4.9796, -0.7820], [-3.9827, -4.4040, -1.6086], [2.2256, 2.2585, -1.5358], [1.1732, -3.5173, 4.6136], [3.1350, 1.4510, 3.3634], [3.8164, 2.9092, -4.6692], [-0.2862, 3.6357, 4.7461], [4.7155, -1.4972, -3.0505], [3.8151, 1.7416, -6.0270], [3.2766, 3.4283, 0.4686], [-0.9546, -4.9489, 0.4613], [-3.9442, 3.2600, 1.2078], [5.0226, 1.6023, -4.7304], [1.6257, 0.5871, -1.3650]],
  "forces_ev_per_a": [[-0.9, 0.0, 1.2], [-0.8, 0.0, 0.2], [-0.3, -0.2, 0.1], [0.3, -0.2, 0.2], [-0.1, 0.0, 0.5], [0.3, -0.1, -0.8], [0.1, 0.2, 0.2], [-0.2, 0.5, -1.3], [-0.1, 0.1, -0.3], [0.3, 0.2, -0.8], [0.2, -0.3, -0.2], [-0.1, -0.1, 0.5], [0.0, 0.1, 0.0], [0.0, 0.3, 0.1], [0.2, -0.1, -0.4], [0.6, 0.0, -0.3], [0.9, -0.1, 0.0], [0.2, 0.3, -0.4], [0.1, -0.1, -0.1], [-0.1, 0.1, 0.1], [0.5, -0.3, 0.1], [0.1, 0.0, 0.2], [0.8, 0.4, 0.2], [-0.4, -0.5, -1.2], [-0.5, 0.5, 0.2], [0.7, 0.3, 0.1], [0.0, -0.1, -0.5], [0.0, -0.1, 0.0], [0.0, 0.0, -0.1], [-0.5, -0.2, 0.3], [0.1, -0.1, 0.2], [0.2, -0.6, 0.3], [0.0, -0.2, 0.1], [0.2, 0.0, 0.0], [-0.1, 0.1, -0.1], [0.1, 0.1, 0.1], [0.1, 0.3, 0.1], [-0.8, -0.4, 0.1], [-0.2, -0.1, 0.1], [0.4, -0.4, -0.2], [-0.1, 0.0, 0.4], [0.4, 0.2, 0.8], [-0.7, 0.4, -0.1], [-0.5, 0.3, 0.8], [0.1, 0.0, -0.2], [0.3, -0.1, 0.0], [-0.2, 0.1, 0.2], [0.2, 0.1, -0.6], [-0.3, 0.5, 0.1], [0.3, -0.7, -0.5], [-0.4, -0.1, -0.1], [0.3, -0.4, -0.7], [-0.1, -0.1, 0.0], [-0.8, 0.3, 0.0], [0.0, -0.4, 0.7], [-0.2, -0.3, -0.1], [0.4, 0.7, 0.3], [0.0, -0.1, 0.2], [0.0, -0.2, -0.1], [-0.1, -0.2, 0.2], [0.0, 0.1, 0.1], [0.0, 0.0, -0.1], [-0.1, 0.1, 0.0], [0.0, 0.1, 0.1], [0.0, -0.1, 0.1], [0.0, 0.0, 0.1], [0.1, 0.0, 0.0], [0.0, 0.0, 0.0], [0.2, 0.0, -0.1], [0.0, 0.0, 0.2], [0.1, 0.0, 0.2], [-0.1, -0.1, 0.0], [0.0, 0.0, 0.1], [0.0, 0.0, 0.0], [-0.1, 0.2, 0.0], [-0.1, 0.0, 0.0], [-0.1, -0.1, -0.1], [0.0, 0.1, 0.2], [0.1, -0.1, -0.1], [-0.2, 0.0, 0.2], [0.0, 0.1, -0.3], [0.1, -0.1, -0.2], [0.1, -0.1, 0.0], [0.1, 0.0, 0.0], [0.1, 0.0, 0.1], [0.0, 0.1, 0.1], [0.0, -0.1, 0.1], [0.1, -0.1, 0.0], [0.0, 0.1, 0.0], [0.1, 0.2, 0.0], [-0.2, 0.0, 0.0], [0.0, 0.1, 0.1], [0.1, 0.1, -0.1], [-0.1, 0.1, 0.0], [0.1, 0.1, 0.2], [0.1, 0.1, 0.1], [-0.1, -0.1, -0.1], [0.1, -0.1, -0.1], [0.0, 0.0, -0.2], [0.0, -0.1, 0.0], [0.1, 0.1, 0.1], [-0.1, 0.0, 0.0], [0.0, 0.0, 0.0], [0.1, 0.0, -0.1], [-0.1, 0.1, 0.0], [0.1, 0.0, -0.1], [0.1, 0.0, 0.0], [-0.1, 0.1, -0.1], [-0.2, 0.0, 0.0], [0.1, -0.1, -0.1], [0.0, 0.0, 0.0], [-0.1, 0.1, 0.0], [0.0, 0.0, 0.0], [0.0, 0.0, 0.1], [0.0, 0.1, 0.0], [0.0, 0.2, 0.1], [0.0, 0.0, 0.0], [0.0, 0.0, 0.0], [0.0, 0.1, 0.0]],
  "de_lowest_kj_mol": 199.2,
  "max_force_ev_per_a": 1.5,
  "e_lumo_ev": -5.849,
  "e_tot_ha": -14873.747308,
  "total_charge": 2
}

***

{
  "formula": "C31H30CdClI2N9O8",
  "method": "ωB97M-V/def2-TZVPD",
  "elements": ["I", "I", "Cd", "Cl", "O", "O", "O", "O", "O", "O", "O", "O", "N", "N", "N", "N", "N", "N", "N", "N", "N", "C", "C", "C", "C", "C", "C", "C", "C", "C", "C", "C", "C", "C", "C", "C", "C", "C", "C", "C", "C", "C", "C", "C", "C", "C", "C", "C", "C", "C", "C", "C", "H", "H", "H", "H", "H", "H", "H", "H", "H", "H", "H", "H", "H", "H", "H", "H", "H", "H", "H", "H", "H", "H", "H", "H", "H", "H", "H", "H", "H", "H"],
  "xyz": [[-0.5085, 6.6175, -0.1293], [1.8826, 6.7845, 5.4014], [-0.6320, 0.9877, -0.0505], [6.2703, -0.2490, -1.8362], [-4.4957, -1.8811, -6.1993], [-3.1772, -3.4604, -6.8289], [-2.6384, 0.6801, -1.5231], [0.2819, -4.3582, -1.8880], [0.4875, -4.7909, -3.9840], [0.2561, 3.5812, 0.3259], [-0.4940, -1.7485, -1.5404], [-3.6202, -1.0880, -0.5705], [-2.5275, 1.4887, 1.5170], [-0.0250, -4.1604, -3.0644], [-1.0959, -1.3535, 1.9516], [-1.8382, -3.2629, 0.7678], [1.5609, -0.8219, 1.0875], [0.1054, 1.3603, 2.3170], [0.4151, -2.8744, 0.9950], [-3.5315, -2.6158, -6.0102], [2.7182, -2.8658, 0.8173], [2.8558, 1.7589, -1.1894], [0.4780, 1.4489, -1.8949], [0.5598, 4.2222, 1.3631], [2.3120, -0.1578, -2.5119], [-4.6509, 1.3526, 3.2838], [4.1897, 1.3860, -1.1788], [-1.7338, -3.3104, -4.5428], [0.3688, 5.6379, 1.5051], [1.3131, 5.7066, 3.6869], [-0.8879, 1.6104, 3.3292], [-1.0329, -3.1873, -3.3535], [4.5795, 0.2369, -1.8502], [3.6448, -0.5418, -2.5107], [-4.8795, 1.4010, 1.9192], [2.6318, -4.2227, 0.2981], [-3.3484, 1.3872, 3.7457], [1.3522, 2.1068, 2.4988], [-2.5473, -1.4008, -2.6454], [1.1498, 3.5992, 2.5215], [-1.2834, -2.0981, -2.4259], [1.5124, 4.3320, 3.6354], [1.8744, 1.0087, -1.8664], [-2.9885, -0.5233, -1.4857], [-3.7872, 1.4568, 1.0697], [-3.2323, -1.5421, -3.8015], [-2.3059, 1.4728, 2.8296], [1.5789, -2.0942, 0.9648], [3.9701, -2.1728, 0.5890], [-2.7995, -2.4752, -4.7876], [0.7299, 6.3703, 2.6168], [-0.8745, -2.4088, 1.2542], [-3.8921, 1.4379, -0.0049], [3.6185, -4.6772, 0.3657], [2.5413, 2.6636, -0.6784], [1.5827, -0.7759, -3.0225], [4.7831, -2.8934, 0.6655], [0.4089, -3.5779, 0.2695], [0.3932, 2.5331, -1.8809], [4.1337, -1.4142, 1.3555], [2.3065, -4.2645, -0.7477], [4.0177, -1.6894, -0.3910], [4.9272, 1.9828, -0.6562], [-0.7640, 0.9694, 4.2123], [-4.1349, -0.9763, -3.9885], [1.9528, 3.8151, 4.4813], [2.0022, 1.8333, 1.6641], [-1.5165, -3.8269, -0.0071], [-1.4602, -4.0768, -5.2517], [0.5592, 7.4374, 2.6512], [2.4829, -0.4127, 0.9960], [0.3000, 0.3600, 2.2486], [3.9589, -1.4444, -3.0209], [-2.1006, -1.2176, 2.0367], [-2.6813, -2.7570, 0.4920], [-0.1036, 1.0104, -2.7028], [-5.8801, 1.3672, 1.5111], [1.8615, 1.8113, 3.4289], [-3.1280, 1.3476, 4.8056], [1.9483, -4.8224, 0.8978], [-5.4767, 1.2814, 3.9824], [-0.7835, 2.6465, 3.6668]],
  "forces_ev_per_a": [[0.0, 0.0, 0.1], [0.0, 0.0, -0.1], [0.0, 0.4, 0.2], [0.0, 0.0, 0.0], [0.0, 0.0, 0.0], [0.0, 0.0, 0.0], [0.2, 0.3, 0.0], [-0.1, -0.1, 0.0], [-0.1, 0.0, 0.1], [0.0, 0.0, 0.0], [-0.1, -0.1, 0.3], [0.0, -0.3, 0.2], [0.0, -0.2, -0.1], [0.1, 0.1, 0.0], [0.0, -0.1, -0.2], [-0.4, -0.1, -0.2], [-0.2, 0.0, 0.0], [0.0, -0.2, -0.1], [-0.1, 0.1, 0.0], [0.0, 0.0, 0.0], [0.0, 0.0, 0.0], [0.0, 0.0, 0.0], [0.1, -0.2, 0.1], [0.0, 0.1, 0.0], [0.0, -0.1, 0.0], [0.0, 0.0, 0.0], [0.0, -0.1, 0.0], [0.0, -0.1, -0.1], [-0.1, 0.1, -0.1], [0.0, 0.1, 0.1], [0.0, 0.0, -0.1], [-0.1, 0.1, 0.0], [0.0, 0.1, 0.0], [0.0, 0.0, -0.1], [0.0, 0.0, 0.0], [0.1, 0.0, -0.1], [0.0, 0.0, 0.0], [0.0, 0.1, -0.1], [0.1, 0.0, 0.0], [0.0, -0.1, 0.1], [0.1, 0.0, 0.0], [0.0, -0.1, -0.1], [0.0, 0.1, 0.0], [0.0, -0.2, -0.1], [0.0, 0.0, 0.1], [-0.1, -0.1, -0.1], [0.0, 0.0, -0.1], [0.0, 0.0, -0.1], [0.0, 0.0, 0.0], [0.1, 0.0, 0.1], [0.0, -0.1, 0.0], [0.4, 0.5, 0.1], [0.0, 0.0, 0.0], [0.0, 0.0, 0.0], [0.0, 0.0, 0.0], [0.0, 0.0, 0.0], [0.0, 0.0, 0.0], [0.1, 0.1, 0.0], [0.0, 0.0, 0.0], [0.0, 0.0, 0.0], [0.0, 0.0, 0.1], [0.0, 0.0, 0.1], [0.0, 0.0, 0.0], [0.0, 0.0, 0.0], [0.0, 0.0, 0.0], [0.0, 0.0, 0.0], [0.0, 0.0, 0.0], [0.0, 0.0, -0.1], [0.0, 0.0, 0.0], [0.0, 0.0, 0.0], [0.0, -0.1, -0.1], [0.1, 0.0, 0.1], [0.0, 0.0, 0.0], [-0.1, -0.1, -0.1], [0.1, 0.0, 0.0], [0.0, 0.0, 0.0], [0.0, 0.0, 0.0], [0.0, 0.0, 0.0], [0.0, 0.0, 0.0], [0.0, 0.0, 0.0], [0.0, 0.0, 0.0], [0.0, 0.0, 0.0]],
  "de_lowest_kj_mol": 0.0,
  "max_force_ev_per_a": 0.6,
  "e_lumo_ev": 3.360,
  "e_tot_ha": -3517.374154,
  "total_charge": -2
}

***

{
  "formula": "C9H8FNO",
  "method": "ωB97M-V/def2-TZVPD",
  "elements": ["F", "O", "N", "C", "C", "C", "C", "C", "C", "C", "C", "C", "H", "H", "H", "H", "H", "H", "H", "H"],
  "xyz": [[1.8913, 1.0717, -1.3328], [3.1170, -1.2202, 0.1116], [0.8175, -1.6467, 0.1333], [-1.6925, -1.6301, -0.0559], [-2.8214, -0.7908, -0.3438], [-1.4466, 1.1475, -0.5389], [1.6516, 0.5596, -0.0626], [-2.6979, 0.5897, -0.6384], [-0.4311, -1.0305, -0.1101], [-0.3845, 0.3310, -0.1440], [1.9519, -0.9341, 0.0367], [2.2043, 1.4688, 0.9346], [-1.8995, -2.6933, -0.0146], [-3.7915, -1.1853, -0.1433], [2.1963, 2.5089, 0.6962], [1.0217, -2.6943, 0.2700], [1.9834, 1.4570, 2.0138], [3.2451, 1.2691, 0.9382], [-3.4779, 1.2668, -0.8762], [-1.4373, 2.1553, -0.8738]],
  "forces_ev_per_a": [[0.5, -0.6, 0.7], [0.4, -1.6, 0.1], [1.1, -3.7, 0.1], [-1.4, 1.1, -1.5], [1.2, 0.4, 0.8], [0.7, -0.9, 0.1], [-5.9, 0.5, -1.7], [0.8, -2.1, 0.8], [-0.9, -0.5, 1.5], [4.1, 1.8, -0.8], [-0.1, 3.0, 0.2], [0.9, 0.6, 1.7], [0.4, 0.0, 0.4], [-0.6, -0.5, -0.4], [-0.7, 0.7, -0.8], [-1.1, 2.2, -0.4], [-0.8, -0.8, -0.6], [1.5, -0.4, -0.1], [-1.0, 0.0, -0.2], [1.0, 0.9, 0.3]],
  "de_lowest_kj_mol": 304.4,
  "max_force_ev_per_a": 6.2,
  "e_lumo_ev": 0.799,
  "e_tot_ha": -577.536402,
  "total_charge": 0
}